(1)
Density functional theory data (ωB97M-V/def2-TZVPD) for a cluster of 12 separate species, C57H128Br4N7O21 in total.

Properties
Net charge: +1
Orbital gap in Eh: 0.2975
Highest occupied orbital energy in eV: -9.60
Multiplicity: 1
LUMO level in eV: -1.504

Positions of all 217 atoms, in Å:
C (-2.602, -4.157, 3.238)
C (-1.821, -3.037, 2.503)
C (-2.251, -1.602, 2.749)
N (-1.438, -0.621, 1.756)
C (-1.713, -0.916, 0.265)
C (0.129, -0.395, 1.886)
C (0.286, 1.074, 1.457)
C (-1.146, 1.751, 1.584)
C (-1.925, 0.775, 2.308)
H (-1.864, -4.956, 3.303)
H (-3.470, -4.494, 2.672)
H (-2.796, -3.746, 4.229)
H (-1.900, -3.270, 1.441)
H (-0.800, -3.235, 2.830)
H (-2.091, -1.338, 3.794)
H (-3.314, -1.369, 2.687)
H (-1.282, -1.892, 0.043)
H (-1.222, -0.071, -0.217)
H (-2.751, -0.877, -0.068)
H (0.493, -1.089, 1.129)
H (0.478, -0.615, 2.895)
H (0.763, 1.243, 0.492)
H (0.958, 1.534, 2.181)
H (-1.595, 1.812, 0.592)
H (-1.161, 2.613, 2.250)
H (-2.999, 0.850, 2.143)
H (-1.622, 0.840, 3.353)
C (1.012, -0.316, -2.724)
O (-0.063, -1.091, -2.320)
C (0.070, -2.486, -2.602)
C (-1.299, -3.093, -2.747)
N (-1.319, -4.473, -3.052)
C (-0.917, -4.782, -4.464)
C (-1.966, -4.313, -5.597)
O (-1.808, -2.974, -6.136)
C (-0.622, -2.713, -6.867)
H (1.183, 0.463, -1.981)
H (0.940, 0.249, -3.654)
H (1.988, -0.797, -2.784)
H (0.692, -3.066, -1.920)
H (0.646, -2.618, -3.517)
H (-1.779, -2.514, -3.536)
H (-1.894, -2.860, -1.864)
H (-0.896, -5.113, -2.395)
H (-0.873, -5.858, -4.628)
H (0.070, -4.390, -4.712)
H (-2.953, -4.527, -5.189)
H (-2.072, -5.084, -6.360)
H (0.244, -2.436, -6.266)
H (-0.782, -1.827, -7.481)
H (-0.569, -3.627, -7.459)
C (-7.289, -3.222, 0.772)
O (-6.156, -3.211, 1.734)
C (-6.378, -2.480, 2.906)
C (-6.931, -0.952, 2.679)
N (-6.003, -0.076, 1.819)
C (-6.844, 0.987, 1.189)
C (-6.068, 1.758, 0.169)
O (-5.869, 1.048, -1.091)
C (-5.452, 1.957, -2.118)
H (-7.460, -2.198, 0.438)
H (-8.151, -3.615, 1.311)
H (-7.134, -3.717, -0.186)
H (-5.459, -2.312, 3.468)
H (-7.197, -2.825, 3.536)
H (-7.170, -0.484, 3.634)
H (-7.870, -1.093, 2.144)
H (-5.725, -0.711, 1.085)
H (-7.212, 1.728, 1.898)
H (-7.717, 0.585, 0.673)
H (-5.076, 1.966, 0.571)
H (-6.649, 2.651, -0.062)
H (-6.247, 2.542, -2.581)
H (-4.799, 1.527, -2.878)
H (-4.923, 2.790, -1.656)
C (3.969, 1.888, -0.978)
O (4.640, 2.233, -2.117)
C (4.098, 1.632, -3.297)
C (4.598, 2.383, -4.589)
N (3.522, 2.326, -5.650)
C (3.648, 3.237, -6.800)
C (5.069, 3.282, -7.482)
O (5.969, 4.067, -6.615)
C (7.342, 3.836, -6.935)
H (3.625, 2.892, -0.731)
H (4.728, 1.562, -0.267)
H (3.155, 1.173, -1.098)
H (3.018, 1.486, -3.326)
H (4.347, 0.572, -3.337)
H (5.577, 1.987, -4.856)
H (4.847, 3.437, -4.466)
H (2.668, 2.624, -5.202)
H (3.293, 4.261, -6.685)
H (2.918, 2.916, -7.543)
H (5.193, 3.705, -8.479)
H (5.375, 2.237, -7.432)
H (7.570, 4.165, -7.949)
H (7.456, 2.771, -6.732)
H (7.934, 4.453, -6.259)
C (6.311, 9.690, 2.779)
O (7.360, 8.963, 3.454)
C (7.115, 7.583, 3.654)
C (6.867, 6.861, 2.293)
N (5.443, 6.774, 1.880)
C (5.035, 6.011, 0.729)
C (3.538, 5.842, 0.671)
O (3.162, 4.872, 1.694)
C (1.814, 4.680, 1.773)
H (6.068, 9.153, 1.862)
H (6.626, 10.695, 2.500)
H (5.396, 9.953, 3.309)
H (6.139, 7.488, 4.129)
H (7.816, 7.031, 4.280)
H (7.276, 5.852, 2.351)
H (7.351, 7.422, 1.493)
H (4.857, 6.482, 2.649)
H (5.468, 5.034, 0.513)
H (5.360, 6.680, -0.067)
H (3.287, 5.414, -0.299)
H (3.028, 6.805, 0.704)
H (1.270, 5.623, 1.829)
H (1.724, 4.365, 2.813)
H (1.468, 3.931, 1.061)
C (-1.396, 3.808, -1.190)
O (-0.528, 3.001, -1.922)
C (0.790, 3.539, -2.208)
C (0.779, 4.796, -3.117)
N (0.795, 5.911, -2.202)
C (0.526, 7.261, -2.791)
C (1.399, 7.745, -3.966)
O (0.744, 7.169, -5.080)
C (1.523, 7.102, -6.269)
H (-0.992, 4.139, -0.232)
H (-2.302, 3.239, -0.981)
H (-1.688, 4.713, -1.724)
H (1.358, 2.679, -2.561)
H (1.245, 3.765, -1.244)
H (-0.182, 4.865, -3.626)
H (1.547, 4.841, -3.889)
H (0.149, 5.851, -1.429)
H (0.730, 7.999, -2.015)
H (-0.521, 7.376, -3.070)
H (2.469, 7.558, -3.880)
H (1.293, 8.825, -4.067)
H (0.858, 6.856, -7.098)
H (2.254, 6.310, -6.108)
H (2.059, 8.023, -6.495)
C (-5.379, -7.527, -4.857)
O (-5.626, -6.731, -3.660)
C (-4.386, -6.464, -2.964)
C (-4.536, -6.004, -1.509)
N (-3.240, -5.516, -0.870)
C (-2.460, -6.660, -0.401)
C (-1.049, -6.266, 0.071)
O (-0.259, -5.890, -1.028)
C (1.196, -5.673, -0.670)
H (-4.728, -7.010, -5.562)
H (-6.319, -7.787, -5.346)
H (-4.831, -8.449, -4.662)
H (-3.912, -5.650, -3.513)
H (-3.665, -7.280, -3.019)
H (-5.075, -6.753, -0.928)
H (-5.088, -5.065, -1.551)
H (-2.677, -4.998, -1.529)
H (-2.204, -7.347, -1.207)
H (-3.072, -7.114, 0.378)
H (-0.589, -7.130, 0.550)
H (-1.169, -5.360, 0.665)
H (1.630, -6.602, -0.301)
H (1.144, -4.899, 0.096)
H (1.931, -5.366, -1.413)
Br (-3.516, 0.674, 6.079)
C (-5.049, -0.139, 6.989)
C (-5.512, -1.322, 6.197)
Br (-4.305, -2.827, 6.536)
H (-5.754, 0.681, 7.126)
H (-4.669, -0.365, 7.986)
H (-5.465, -1.010, 5.154)
H (-6.442, -1.756, 6.564)
Br (1.766, 2.355, 8.341)
C (1.155, 0.953, 6.992)
C (1.040, 1.580, 5.541)
Br (2.902, 2.165, 5.095)
H (0.204, 0.503, 7.276)
H (1.854, 0.117, 6.969)
H (0.416, 2.473, 5.513)
H (0.792, 0.912, 4.716)
C (2.238, -3.684, 5.372)
C (3.468, -4.484, 4.978)
O (3.195, -4.939, 3.614)
C (1.804, -4.956, 3.452)
O (1.195, -5.316, 2.489)
O (1.293, -4.387, 4.569)
H (2.233, -2.606, 5.214)
H (2.002, -3.816, 6.428)
H (3.677, -5.232, 5.743)
H (4.367, -3.869, 5.027)
C (-1.744, -4.911, 8.301)
C (-1.547, -5.472, 6.800)
O (-0.860, -4.416, 6.277)
C (-0.815, -3.406, 6.993)
O (-0.246, -2.403, 6.761)
O (-1.537, -3.580, 8.087)
H (-1.068, -5.244, 9.089)
H (-2.768, -4.960, 8.671)
H (-2.552, -5.746, 6.480)
H (-0.818, -6.261, 6.988)
C (5.170, -2.806, -0.281)
C (4.133, -3.038, -1.362)
O (3.426, -1.841, -1.263)
C (3.580, -1.333, 0.027)
O (2.857, -0.472, 0.598)
O (4.594, -1.948, 0.642)
H (6.096, -2.435, -0.720)
H (5.382, -3.826, 0.038)
H (3.569, -3.970, -1.388)
H (4.783, -3.006, -2.236)

Cartesian forces (eV/Å) of the 3 atoms listed first:
0.74 0.99 -0.31
-0.49 -0.76 -0.39
1.49 -0.32 -0.51

***

(2)
Density functional theory data (ωB97M-V/def2-TZVPD) for a cluster of 10 separate species, C57H135N7O17 in total.

Properties
Energy relative to the best compared isomer or geometry (same formula, charge and spin) in kcal per mole: 129.3
Structure (SMILES): CC1(C)CCCC(C)(C)N1O.CC1(C)CCCC(C)(C)N1O.CC1(C)CCCC(C)(C)N1O.COCCNCCOC.COCCNCCOC.COCCNCCOC.COCCNCCOC.OCCO.OCCO.OCCO
Net charge: 0
Orbital gap in Eh: 0.3185
Highest occupied orbital energy in eV: -8.34
Multiplicity: 1
LUMO level in eV: 0.327

Positions of all 216 atoms, in Å:
C (-1.945, -5.671, 0.578)
C (-1.676, -4.418, 1.453)
C (-2.730, -3.327, 1.208)
C (-1.772, -4.794, 2.959)
C (-0.544, -5.552, 3.411)
C (0.743, -4.829, 3.125)
C (0.847, -4.402, 1.591)
C (1.998, -3.267, 1.536)
C (1.258, -5.677, 0.778)
N (-0.373, -3.703, 1.119)
O (-0.309, -3.304, -0.218)
H (-1.275, -6.496, 0.822)
H (-2.921, -6.128, 0.741)
H (-1.968, -5.582, -0.508)
H (-3.749, -3.663, 1.014)
H (-2.804, -2.506, 1.922)
H (-2.592, -2.889, 0.220)
H (-1.915, -3.914, 3.586)
H (-2.693, -5.363, 3.080)
H (-0.671, -5.641, 4.490)
H (-0.486, -6.548, 2.972)
H (1.556, -5.415, 3.553)
H (0.754, -3.931, 3.743)
H (2.532, -2.921, 0.651)
H (2.810, -3.584, 2.190)
H (1.666, -2.339, 2.001)
H (0.706, -6.515, 1.204)
H (2.279, -5.867, 1.111)
H (1.234, -5.590, -0.309)
H (-0.409, -2.366, -0.039)
C (2.404, 3.247, -0.799)
C (1.789, 2.112, 0.138)
C (2.424, 0.927, -0.467)
C (2.308, 2.526, 1.568)
C (1.650, 1.815, 2.732)
C (0.132, 2.034, 2.701)
C (-0.583, 1.640, 1.328)
C (-0.760, 0.193, 1.176)
C (-2.023, 2.164, 1.358)
N (0.289, 2.189, 0.175)
O (-0.315, 2.100, -1.075)
H (1.987, 3.216, -1.805)
H (2.168, 4.212, -0.350)
H (3.473, 3.163, -0.994)
H (2.170, 0.113, 0.212)
H (1.995, 0.727, -1.449)
H (3.495, 0.737, -0.392)
H (3.349, 2.264, 1.754)
H (2.302, 3.612, 1.663)
H (1.774, 0.732, 2.726)
H (2.166, 2.174, 3.622)
H (-0.020, 3.113, 2.673)
H (-0.262, 1.654, 3.643)
H (0.184, -0.353, 1.173)
H (-1.083, -0.118, 0.182)
H (-1.223, -0.162, 2.097)
H (-2.816, 1.517, 1.734)
H (-2.423, 2.510, 0.404)
H (-2.145, 3.061, 1.965)
H (-0.091, 1.225, -1.398)
C (-1.947, 0.525, 6.746)
C (-2.812, -0.667, 6.284)
C (-2.572, -1.180, 4.798)
C (-2.315, -1.815, 7.090)
C (-3.275, -2.921, 7.288)
C (-4.627, -2.337, 7.781)
C (-5.231, -1.172, 7.048)
C (-6.073, -1.640, 5.843)
C (-6.226, -0.403, 7.947)
N (-4.199, -0.220, 6.614)
O (-4.672, 0.779, 5.762)
H (-2.145, 0.899, 7.750)
H (-0.909, 0.327, 6.478)
H (-2.091, 1.450, 6.188)
H (-1.559, -1.256, 4.404)
H (-3.020, -2.172, 4.759)
H (-3.303, -0.782, 4.093)
H (-1.500, -2.247, 6.509)
H (-1.931, -1.588, 8.084)
H (-3.362, -3.606, 6.445)
H (-2.824, -3.582, 8.027)
H (-4.578, -2.183, 8.859)
H (-5.378, -3.094, 7.555)
H (-6.571, -0.768, 5.418)
H (-6.842, -2.400, 5.982)
H (-5.467, -1.847, 4.961)
H (-6.666, 0.507, 7.538)
H (-5.735, -0.101, 8.872)
H (-7.108, -0.978, 8.230)
H (-4.630, 1.514, 6.378)
C (4.698, -2.557, -2.177)
O (4.250, -3.459, -3.177)
C (3.140, -4.300, -2.739)
C (2.841, -5.471, -3.717)
N (3.887, -6.508, -3.635)
C (3.582, -7.777, -4.362)
C (3.235, -7.531, -5.892)
O (3.353, -8.693, -6.694)
C (2.482, -9.809, -6.586)
H (5.493, -2.009, -2.683)
H (5.106, -3.152, -1.359)
H (3.957, -1.804, -1.910)
H (2.278, -3.639, -2.826)
H (3.282, -4.736, -1.750)
H (2.870, -5.026, -4.711)
H (1.828, -5.801, -3.491)
H (4.762, -6.042, -3.827)
H (2.823, -8.223, -3.720)
H (4.381, -8.511, -4.256)
H (4.010, -6.930, -6.369)
H (2.347, -6.943, -6.125)
H (2.490, -10.393, -7.506)
H (1.480, -9.394, -6.475)
H (2.825, -10.476, -5.796)
C (-11.525, 8.821, -2.086)
O (-10.571, 7.764, -2.201)
C (-9.253, 8.267, -2.032)
C (-8.190, 7.193, -2.098)
N (-8.221, 6.309, -0.832)
C (-7.187, 5.253, -1.041)
C (-6.743, 4.808, 0.375)
O (-5.738, 5.621, 0.968)
C (-5.067, 5.176, 2.112)
H (-11.816, 8.888, -1.038)
H (-12.298, 8.437, -2.751)
H (-11.197, 9.833, -2.324)
H (-9.290, 8.683, -1.025)
H (-9.170, 9.144, -2.673)
H (-7.166, 7.561, -2.166)
H (-8.397, 6.649, -3.019)
H (-7.898, 7.048, -0.224)
H (-6.270, 5.688, -1.439)
H (-7.594, 4.473, -1.684)
H (-6.345, 3.802, 0.243)
H (-7.681, 4.769, 0.928)
H (-5.824, 5.153, 2.896)
H (-4.140, 5.723, 2.283)
H (-4.752, 4.137, 2.017)
C (5.947, 0.365, 5.119)
O (7.003, 0.232, 4.138)
C (6.848, -0.814, 3.101)
C (6.064, -0.123, 1.947)
N (6.962, 0.708, 1.094)
C (6.289, 1.603, 0.244)
C (7.292, 2.745, 0.042)
O (7.918, 3.252, 1.285)
C (8.950, 4.291, 1.068)
H (6.082, 1.273, 5.707)
H (5.879, -0.565, 5.684)
H (4.916, 0.484, 4.787)
H (6.393, -1.644, 3.642)
H (7.802, -1.165, 2.710)
H (5.352, 0.463, 2.527)
H (5.469, -0.899, 1.464)
H (7.298, 1.342, 1.805)
H (5.447, 2.136, 0.684)
H (5.784, 1.277, -0.666)
H (6.588, 3.509, -0.287)
H (8.005, 2.514, -0.749)
H (9.824, 3.868, 0.572)
H (9.205, 4.808, 1.993)
H (8.518, 4.945, 0.310)
C (2.471, 0.879, -4.346)
O (1.935, 0.222, -5.459)
C (1.982, -1.266, -5.333)
C (1.604, -1.801, -6.688)
N (2.634, -1.520, -7.727)
C (2.178, -1.956, -9.080)
C (2.281, -3.516, -9.218)
O (3.601, -4.003, -9.158)
C (3.545, -5.372, -9.514)
H (2.569, 1.949, -4.530)
H (3.241, 0.397, -3.742)
H (1.631, 0.758, -3.662)
H (1.336, -1.695, -4.567)
H (3.016, -1.592, -5.218)
H (0.827, -1.119, -7.034)
H (1.143, -2.789, -6.713)
H (3.473, -2.075, -7.634)
H (2.836, -1.442, -9.781)
H (1.150, -1.696, -9.334)
H (1.781, -3.696, -10.169)
H (1.506, -3.911, -8.560)
H (3.085, -5.752, -10.426)
H (3.163, -5.934, -8.662)
H (4.619, -5.550, -9.560)
O (-1.181, 7.137, 0.700)
C (0.044, 6.352, 0.534)
C (1.244, 6.970, 1.350)
O (1.149, 6.831, 2.735)
H (-1.613, 7.186, -0.157)
H (-0.158, 5.394, 1.013)
H (0.335, 6.211, -0.507)
H (1.374, 8.024, 1.104)
H (2.147, 6.520, 0.936)
H (0.282, 7.192, 2.933)
O (-6.151, -1.162, -1.458)
C (-5.322, -0.211, -2.096)
C (-4.601, 0.635, -0.904)
O (-5.466, 1.205, 0.021)
H (-6.988, -0.753, -1.227)
H (-4.597, -0.581, -2.821)
H (-6.042, 0.471, -2.548)
H (-4.035, 1.398, -1.438)
H (-3.823, 0.072, -0.386)
H (-5.869, 0.461, 0.474)
O (5.037, 6.742, -1.659)
C (4.159, 5.851, -2.446)
C (5.099, 4.734, -2.998)
O (4.367, 3.959, -3.850)
H (4.508, 7.513, -1.444)
H (3.352, 5.373, -1.892)
H (3.634, 6.298, -3.290)
H (5.494, 4.116, -2.192)
H (5.888, 5.260, -3.536)
H (4.920, 3.478, -4.470)

Cartesian forces (eV/Å) of the 3 atoms listed first:
-0.29 -0.67 0.13
-0.66 1.12 -0.72
-0.91 0.09 -1.45